An isolated molecule of C6H6O. Source: OMol25; level of theory: wB97M-V/def2-TZVPD.

SMILES string: OC=C=CC1=CC1
2S+1: 1
ΔE to the lowest compared entry with this formula, charge and spin (kcal/mol): 105.04
HOMO-LUMO gap (eV): 9.43

Each line ends with the Löwdin charge.
Atoms and positions in Å:
1 O -1.65838 1.30733 -1.56703  0.0146
2 C -0.72497 0.34893 -1.80632  -0.2027
3 C -0.66018 -0.79480 -1.15687  0.0004
4 C -0.33895 -1.46485 -0.06535  -0.0556
5 C 0.43933 -0.68509 0.88084  -0.2415
6 C 0.88937 -0.26914 2.02340  0.0186
7 C 1.17554 0.61045 0.83472  -0.1279
8 H -2.14466 1.04586 -0.77055  0.1132
9 H -0.06226 0.62021 -2.62182  0.1243
10 H -0.63970 -2.48617 0.15592  0.0992
11 H 0.95606 -0.36359 3.09636  0.0906
12 H 0.62038 1.54509 0.68774  0.0822
13 H 2.16828 0.62690 0.37368  0.0844

=====

A cluster of 2 separate species, C6H11IOSi in total. Source: OMol25; level of theory: wB97M-V/def2-TZVPD.

2S+1: 1
ΔE to the lowest compared entry with this formula, charge and spin (kcal/mol): 81.60
HOMO-LUMO gap (alpha / beta) (eV): 5.42 / 7.42

Each line ends with the Löwdin charge.
Atoms and positions in Å:
1 C 1.08089 -2.70491 -0.51020  -0.0652
2 C -1.01538 2.52002 -1.57596  -0.0981
3 C 0.62532 -1.69597 -1.33956  -0.2629
4 C -0.17514 1.50429 -1.87059  -0.2505
5 C -1.77656 0.61093 1.48616  -0.1289
6 C 2.72855 0.78813 0.63508  -0.5855
7 O -1.22992 -0.12135 0.42362  -0.2940
8 Si -0.22358 -0.13610 -0.82405  0.7275
9 I 4.49186 -0.34661 0.19731  0.5766
10 H 1.87059 -3.34527 -0.83168  0.0403
11 H 1.04077 -2.75436 0.51362  0.0189
12 H -1.10467 3.45810 -2.04110  0.0233
13 H -1.96018 2.30159 -0.92145  0.0754
14 H 0.94058 -1.83864 -2.40634  0.0652
15 H 0.55560 1.51084 -2.74072  0.0703
16 H -2.78623 0.20053 1.62830  0.0917
17 H -1.67320 1.75866 1.31011  0.1060
18 H -1.12878 0.46177 2.38610  0.0928
19 H 2.69284 1.75718 0.19529  -0.0752
20 H 2.43651 0.64249 1.58724  -0.1278

=====

A cluster of 2 separate species, C6H5NO4 in total. Source: OMol25; level of theory: wB97M-V/def2-TZVPD.

2S+1: 3
ΔE to the lowest compared entry with this formula, charge and spin (kcal/mol): 20.86
HOMO-LUMO gap (alpha / beta) (eV): 7.73 / 7.68

Each line ends with the Löwdin charge.
Atoms and positions in Å:
1 C 1.13765 -0.45513 1.85268  -0.0465
2 C 0.95404 0.18704 0.62345  -0.0363
3 C -0.10781 -0.57590 2.41039  -0.0876
4 C -0.42947 0.45232 0.51639  -0.2940
5 C -0.60049 1.56062 -1.69746  -0.3164
6 C -1.17197 1.05254 -0.48108  0.0286
7 N 0.19567 -1.57045 -1.89869  -0.1604
8 O -0.10003 -2.18270 -2.86967  0.1349
9 O -1.24040 2.03592 -2.61275  0.0323
10 O 0.81293 -1.79173 -0.90451  0.0985
11 O -1.04892 -0.03838 1.62693  0.0583
12 H 2.06219 -0.79699 2.26923  0.1090
13 H 1.71809 0.50111 -0.05530  0.1121
14 H -0.44119 -0.99996 3.33653  0.1267
15 H 0.50291 1.50127 -1.75441  0.1151
16 H -2.24320 1.12042 -0.36173  0.1258

=====

A cluster of 3 separate species, C21H20NO6S in total. Source: OMol25; level of theory: wB97M-V/def2-TZVPD.

2S+1: 1
ΔE to the lowest compared entry with this formula, charge and spin (kcal/mol): 7.62
HOMO-LUMO gap (eV): 5.99
Charge: -1

Each line ends with the Löwdin charge.
Atoms and positions in Å:
1 O -4.91811 -0.38368 0.12854  -0.0646
2 C -4.23295 0.29904 -0.67471  -0.6770
3 O -4.56955 1.41560 -1.13731  -0.0793
4 C -2.85142 -0.19230 -1.15751  -0.1172
5 C -2.48743 -1.51961 -1.25694  -0.0201
6 C -1.23216 -1.92200 -1.66126  -0.0229
7 C -0.29424 -0.97252 -1.97928  -0.3005
8 C -0.65987 0.35762 -1.87626  -0.4421
9 C -1.90948 0.76670 -1.47989  -0.0479
10 S 0.64404 1.53581 -2.27170  0.9945
11 C 2.02733 0.70881 -1.49168  -0.4557
12 C 2.97949 1.38906 -0.77803  -0.1024
13 C 3.99922 0.66853 -0.17719  -0.0922
14 C 4.01775 -0.69309 -0.30597  -0.1048
15 C 3.05745 -1.37180 -1.03580  -0.0297
16 C 2.04641 -0.67272 -1.64196  -0.2912
17 N 1.03594 -1.33650 -2.40460  0.0409
18 H -3.23961 -2.25547 -0.97767  0.0848
19 H -0.97520 -2.97549 -1.73961  0.1085
20 H -2.12122 1.82916 -1.43091  0.1126
21 H 2.91891 2.46781 -0.66938  0.1046
22 H 4.74406 1.24599 0.37380  0.0852
23 H 4.78682 -1.29248 0.17802  0.0988
24 H 3.08891 -2.45529 -1.10201  0.1117
25 H 1.12118 -1.07038 -3.38493  0.1216
26 O -5.02600 -3.18050 -0.58552  0.1213
27 C -5.97244 -3.47506 0.06845  -0.4721
28 O -5.88889 -3.93883 1.34949  0.0266
29 C -7.19119 -4.29975 1.82207  -0.1755
30 C -8.16549 -3.51819 0.95412  -0.1636
31 C -7.42023 -3.43982 -0.37296  -0.0721
32 H -7.31391 -5.38184 1.71308  0.1188
33 H -7.27564 -4.04083 2.87623  0.1195
34 H -9.14885 -3.98354 0.88398  0.1076
35 H -8.29675 -2.51374 1.35905  0.1203
36 H -7.61689 -4.30728 -1.00601  0.1243
37 H -7.63652 -2.52037 -0.90968  0.1293
38 O 4.37098 3.26617 2.59796  0.1386
39 C 5.44415 3.61257 2.21172  -0.4840
40 O 6.26871 2.81188 1.48060  0.0048
41 C 7.52433 3.47481 1.26523  -0.1585
42 C 7.23189 4.95703 1.43674  -0.1612
43 C 6.11750 4.94472 2.47653  -0.0765
44 H 8.24240 3.10543 2.00155  0.1251
45 H 7.88909 3.23913 0.26758  0.1249
46 H 8.10599 5.53637 1.73059  0.1130
47 H 6.85453 5.37061 0.49987  0.1185
48 H 6.50791 4.94503 3.49526  0.1299
49 H 5.41904 5.76517 2.33831  0.1254

=====

A structure of composition C39H38IN5OS3W. Source: OMol25; level of theory: wB97M-V/def2-TZVPD.

2S+1: 1
ΔE to the lowest compared entry with this formula, charge and spin (kcal/mol): 31.69
HOMO-LUMO gap (eV): 4.49
Charge: +2

Each line ends with the Löwdin charge.
Atoms and positions in Å:
1 W 0.02175 1.77164 0.18660  1.3904
2 C -0.85592 -2.24871 -0.43143  0.0257
3 C -1.53904 -0.98372 0.01651  -0.2151
4 N -1.48520 0.19693 -0.62228  -0.0464
5 N -2.77185 0.77779 -0.46214  -0.0257
6 C -2.86635 2.06783 -0.46642  -1.0612
7 S -1.64812 3.25621 -0.47140  0.6333
8 S -4.46210 2.79379 -0.27074  0.9406
9 C -5.53801 1.63183 -1.23039  -0.3771
10 C -5.37567 1.80182 -2.70291  -0.3116
11 C -6.13497 2.73421 -3.40014  -0.0366
12 C -5.95784 2.84315 -4.76083  -0.0710
13 C -5.05304 2.06298 -5.44167  -0.0837
14 C -4.30402 1.11877 -4.78074  -0.0745
15 C -4.46217 1.02240 -3.41109  -0.0587
16 C -2.01037 -0.97738 1.33185  -0.1382
17 C -2.71095 -2.03489 1.90435  0.0281
18 C -2.83395 -2.10679 3.28446  -0.0307
19 C -2.39585 -1.05700 4.05509  -0.0165
20 C -1.68917 0.01917 3.50530  0.0307
21 C -1.54444 0.08341 2.16115  -0.2697
22 O -0.89675 1.12770 1.64060  -0.2580
23 H -1.37113 -3.11848 0.01522  0.1070
24 H 0.17013 -2.26435 -0.02673  0.0933
25 H -0.71646 -2.35262 -1.50630  0.0807
26 H -6.54021 1.87053 -0.88358  0.0844
27 H -5.31764 0.58126 -0.92572  0.0943
28 H -6.81481 3.34023 -2.85444  0.1110
29 H -6.54382 3.60264 -5.28200  0.1185
30 H -4.89893 2.23398 -6.50135  0.1128
31 H -3.57208 0.53212 -5.30254  0.1022
32 H -3.87626 0.31399 -2.82037  0.0978
33 H -3.06303 -2.80776 1.27401  0.1183
34 H -3.35489 -2.93921 3.73673  0.1231
35 H -2.58365 -1.11824 5.10433  0.1183
36 H -1.27271 0.75995 4.16495  0.1361
37 I 0.65694 4.42109 1.52150  1.3590
38 C 2.57159 3.87665 1.95242  -0.6249
39 C 3.41038 4.76207 2.57357  -0.1058
40 C 4.70328 4.29679 2.90157  -0.0255
41 C 5.02149 2.95083 2.72889  0.0267
42 C 4.08753 2.04240 2.14641  -0.1208
43 C 4.33785 0.62849 2.00247  0.0458
44 C 3.35127 -0.18491 1.51084  -0.0997
45 C 2.10915 0.33327 1.11504  -0.1525
46 C 1.86665 1.67118 1.16830  -0.2746
47 C 2.84480 2.54910 1.71629  -0.2560
48 H 3.14498 5.83127 2.78003  0.1332
49 H 5.41747 5.00578 3.31805  0.1247
50 H 5.95322 2.54531 3.02371  0.1138
51 H 5.24276 0.19845 2.35190  0.1222
52 H 3.50294 -1.27801 1.41533  0.1013
53 H 1.39107 -0.42143 0.74278  0.0899
54 C 1.09361 -5.50796 2.85546  -0.0252
55 N 1.10197 -4.83026 4.11706  -0.1253
56 C 1.07028 -5.45087 5.33393  -0.0617
57 C 1.27653 -4.55670 6.32196  -0.0417
58 N 1.41649 -3.36022 5.64158  0.0588
59 C 1.30042 -3.49878 4.30346  -0.8352
60 S 1.47604 -2.34078 3.15075  0.6469
61 H 0.13941 -5.90553 2.57368  0.0932
62 H 1.84083 -6.29011 2.88806  0.1043
63 H 1.42060 -4.78064 2.13951  0.0391
64 H 0.84174 -6.48759 5.45167  0.1282
65 H 1.29327 -4.69455 7.38477  0.1221
66 H 1.53952 -2.43386 6.02339  0.1499
67 C 3.31777 -1.31728 -2.48220  -0.0623
68 N 2.07151 -1.61739 -3.20134  -0.2516
69 C 2.24696 -1.87798 -4.63076  -0.0850
70 C 0.92256 -0.86443 -2.78622  -0.1860
71 C 1.03987 0.64783 -2.79258  -0.1583
72 C 1.40345 1.27121 -3.96188  0.0061
73 C 1.63683 2.63754 -4.03114  -0.0192
74 C 1.51033 3.45463 -2.94842  -0.0263
75 C 1.15332 2.84809 -1.74264  -0.2098
76 C 0.82537 1.49142 -1.67163  -0.2340
77 H 3.91686 -2.24302 -2.29574  0.1039
78 H 3.11791 -0.92147 -1.49889  0.0570
79 H 3.92079 -0.59420 -3.03912  0.0879
80 H 2.82891 -2.81283 -4.80233  0.1005
81 H 2.85749 -1.09376 -5.12280  0.0818
82 H 1.27764 -2.02536 -5.08137  0.0844
83 H 0.70109 -1.17420 -1.76491  0.0647
84 H 0.08528 -1.15291 -3.38349  0.1267
85 H 1.53886 0.64114 -4.84978  0.1256
86 H 1.81887 3.06646 -4.99781  0.1258
87 H 1.68110 4.49820 -2.99521  0.1165
88 H 0.97266 3.51268 -0.90004  -0.0306

=====

How do the records compare in electronic energy? In the order shown, they have -307.2960, -897.4508, -587.1544, -1716.7048, -3416.6412 Ha.
How do the records compare in F_max? In the order shown, they have 0.00702, 0.06932, 0.02462, 0.03281, 0.04970 Eh/bohr.